a | The following is a DFT calculation (ωB97M-V/def2-TZVPD) of 10 unconnected molecules or ions with the total composition C26H75N3O10.

The calculation puts the HOMO-LUMO gap at 9.13 eV. The SMILES is COC[C@H](C)N.COC[C@H](C)N.COC[C@H](C)N.CCO.CCO.CCO.CCO.CCO.CCO.CCO.

Each line ends with the Löwdin charge.
CARTESIAN COORDINATES (ANGSTROEM)
C: 5.894 -3.845 -4.405  -0.11
O: 6.135 -3.602 -3.034  -0.21
C: 5.040 -3.730 -2.147  -0.19
C: 4.006 -2.585 -2.298  -0.43
C: 4.562 -1.175 -2.405  -0.04
N: 3.075 -2.725 -1.168  0.04
H: 5.440 -4.822 -4.587  0.09
H: 6.918 -3.789 -4.782  0.09
H: 5.340 -3.057 -4.925  0.08
H: 4.580 -4.698 -2.386  0.12
H: 5.388 -3.763 -1.118  0.12
H: 3.428 -2.768 -3.214  0.12
H: 5.463 -1.223 -3.026  0.07
H: 4.944 -0.737 -1.481  0.08
H: 3.891 -0.497 -2.928  0.07
H: 2.409 -3.478 -1.264  0.04
H: 2.604 -1.837 -1.048  0.05
C: -2.465 2.333 2.698  -0.10
O: -3.223 3.153 3.568  -0.19
C: -2.346 3.675 4.580  -0.21
C: -3.064 4.633 5.547  -0.42
C: -4.136 3.903 6.340  -0.07
N: -3.598 5.686 4.690  0.03
H: -3.121 1.950 1.915  0.08
H: -2.182 1.434 3.258  0.07
H: -1.599 2.797 2.224  0.09
H: -1.913 2.811 5.105  0.12
H: -1.538 4.157 4.019  0.12
H: -2.215 4.927 6.166  0.13
H: -3.969 4.101 7.404  0.07
H: -4.029 2.811 6.350  0.07
H: -5.159 4.067 6.015  0.08
H: -4.171 5.237 3.974  0.07
H: -4.353 6.206 5.139  0.07
C: 0.767 -6.084 -2.791  -0.07
O: 0.623 -4.893 -2.002  -0.21
C: -0.700 -4.406 -2.010  -0.22
C: -0.645 -2.953 -1.532  -0.40
C: -2.005 -2.306 -1.447  -0.07
N: 0.171 -2.187 -2.521  0.06
H: 0.386 -5.961 -3.805  0.09
H: 0.226 -6.882 -2.283  0.09
H: 1.835 -6.280 -2.794  0.08
H: -1.183 -4.447 -2.995  0.13
H: -1.374 -5.003 -1.378  0.13
H: -0.249 -2.826 -0.523  0.13
H: -2.554 -2.857 -0.677  0.07
H: -2.583 -2.205 -2.369  0.10
H: -1.983 -1.285 -1.056  0.06
H: 0.950 -2.783 -2.783  0.06
H: -0.410 -2.111 -3.352  0.09
C: -2.742 -2.277 4.366  -0.09
C: -1.813 -1.714 3.300  -0.28
O: -2.427 -1.848 2.006  -0.11
H: -3.770 -1.918 4.412  0.08
H: -2.392 -2.115 5.392  0.08
H: -2.772 -3.373 4.334  0.08
H: -0.861 -2.247 3.297  0.12
H: -1.646 -0.659 3.503  0.09
H: -2.783 -2.745 2.023  0.09
C: 4.445 -0.206 4.177  -0.10
C: 4.076 0.375 2.830  -0.31
O: 5.052 1.332 2.430  -0.08
H: 5.372 -0.760 4.330  0.07
H: 3.660 -0.922 4.446  0.07
H: 4.459 0.618 4.894  0.08
H: 3.141 0.919 2.967  0.11
H: 3.843 -0.435 2.132  0.11
H: 5.776 0.912 1.956  0.10
C: 0.445 -0.156 0.951  -0.08
C: -0.168 0.803 -0.016  -0.33
O: 0.174 0.495 -1.343  -0.09
H: 1.458 -0.446 0.668  0.07
H: -0.131 -1.092 0.978  0.05
H: 0.279 0.137 1.994  0.07
H: 0.050 1.844 0.232  0.10
H: -1.263 0.734 0.111  0.09
H: 0.108 -0.456 -1.552  0.02
C: 1.175 0.261 -4.954  -0.08
C: 1.376 1.599 -5.643  -0.33
O: 0.125 2.271 -5.712  -0.09
H: 0.570 -0.253 -5.703  0.08
H: 0.663 0.390 -4.004  0.06
H: 2.185 -0.118 -4.799  0.07
H: 1.823 1.508 -6.639  0.11
H: 2.073 2.253 -5.102  0.11
H: 0.157 3.220 -5.819  0.08
C: -2.423 3.252 -2.861  -0.07
C: -3.373 2.228 -2.290  -0.33
O: -4.108 2.737 -1.174  -0.08
H: -2.999 4.074 -3.296  0.07
H: -1.741 2.904 -3.633  0.06
H: -1.885 3.691 -2.018  0.07
H: -2.906 1.284 -1.985  0.09
H: -4.109 1.895 -3.035  0.10
H: -4.127 2.047 -0.510  0.04
C: -6.310 -0.758 0.409  -0.08
C: -4.969 -0.803 -0.290  -0.35
O: -3.940 -0.114 0.384  -0.10
H: -6.655 0.272 0.526  0.08
H: -6.207 -1.203 1.398  0.07
H: -7.078 -1.262 -0.180  0.08
H: -4.962 -0.542 -1.353  0.11
H: -4.785 -1.877 -0.466  0.10
H: -3.540 -0.714 1.040  0.05
C: 2.357 4.162 0.927  -0.09
C: 3.720 4.278 0.229  -0.31
O: 4.710 4.068 1.222  -0.09
H: 2.149 3.104 1.115  0.05
H: 1.513 4.491 0.309  0.07
H: 2.279 4.702 1.867  0.07
H: 3.885 5.278 -0.175  0.11
H: 3.813 3.620 -0.642  0.11
H: 4.668 3.173 1.581  0.04

b | The following is a DFT calculation (ωB97M-V/def2-TZVPD) of 10 unconnected molecules or ions with the total composition C26H75N3O10.

The calculation puts the HOMO-LUMO gap at 9.25 eV. The SMILES is COC[C@H](C)N.COC[C@H](C)N.COC[C@H](C)N.CCO.CCO.CCO.CCO.CCO.CCO.CCO.

Each line ends with the Löwdin charge.
CARTESIAN COORDINATES (ANGSTROEM)
C: 3.133 7.516 -0.621  -0.11
O: 2.245 7.298 0.451  -0.20
C: 2.356 6.018 1.040  -0.21
C: 1.827 4.890 0.182  -0.45
C: 0.502 5.166 -0.473  -0.04
N: 1.756 3.685 1.025  0.06
H: 4.167 7.299 -0.335  0.09
H: 3.014 8.570 -0.867  0.09
H: 2.866 6.944 -1.518  0.08
H: 3.424 5.841 1.246  0.12
H: 1.822 6.027 1.989  0.13
H: 2.561 4.701 -0.622  0.13
H: 0.490 6.207 -0.812  0.08
H: -0.347 5.097 0.209  0.08
H: 0.349 4.553 -1.360  0.07
H: 2.655 3.247 1.181  0.05
H: 1.121 3.028 0.591  0.05
C: -2.318 -3.408 0.598  -0.10
O: -3.213 -4.475 0.715  -0.19
C: -4.354 -4.105 1.483  -0.22
C: -5.326 -5.263 1.535  -0.42
C: -4.697 -6.456 2.278  -0.06
N: -5.703 -5.540 0.148  0.04
H: -1.481 -3.723 -0.026  0.08
H: -1.881 -3.196 1.587  0.07
H: -2.759 -2.501 0.172  0.09
H: -4.016 -3.818 2.490  0.12
H: -4.800 -3.222 1.008  0.12
H: -6.154 -4.833 2.106  0.13
H: -5.380 -6.827 3.048  0.07
H: -3.823 -6.165 2.872  0.07
H: -4.359 -7.251 1.619  0.07
H: -4.836 -5.662 -0.372  0.07
H: -6.105 -6.471 0.067  0.07
C: 6.084 2.623 0.959  -0.09
O: 4.783 2.075 0.943  -0.21
C: 4.738 0.764 0.434  -0.22
C: 3.305 0.435 0.074  -0.41
C: 3.157 -0.983 -0.450  -0.06
N: 2.813 1.358 -0.974  0.06
H: 6.550 2.560 -0.028  0.09
H: 6.703 2.089 1.688  0.09
H: 5.975 3.663 1.259  0.09
H: 5.368 0.642 -0.461  0.13
H: 5.139 0.037 1.160  0.13
H: 2.637 0.485 0.937  0.13
H: 3.465 -1.669 0.344  0.07
H: 3.682 -1.203 -1.383  0.10
H: 2.115 -1.251 -0.644  0.06
H: 3.168 2.283 -0.749  0.06
H: 3.282 1.083 -1.834  0.09
C: 0.877 -3.782 4.256  -0.09
C: 0.674 -2.617 3.328  -0.29
O: 1.551 -2.695 2.188  -0.10
H: 0.820 -4.764 3.787  0.08
H: 0.133 -3.803 5.059  0.08
H: 1.827 -3.706 4.798  0.08
H: 0.861 -1.678 3.852  0.12
H: -0.344 -2.621 2.946  0.09
H: 2.411 -2.940 2.548  0.09
C: -3.098 2.863 4.463  -0.09
C: -2.876 2.804 2.957  -0.32
O: -3.803 3.606 2.248  -0.08
H: -3.000 3.842 4.934  0.07
H: -2.358 2.221 4.952  0.07
H: -4.095 2.486 4.693  0.08
H: -3.069 1.777 2.643  0.11
H: -1.825 3.001 2.726  0.11
H: -3.482 4.508 2.171  0.10
C: -0.418 0.157 1.028  -0.06
C: -0.620 -0.315 -0.409  -0.32
O: 0.057 0.494 -1.341  -0.09
H: -0.420 1.243 1.113  0.06
H: 0.560 -0.184 1.398  0.05
H: -1.075 -0.361 1.733  0.07
H: -1.675 -0.378 -0.677  0.08
H: -0.256 -1.356 -0.477  0.09
H: 0.967 0.677 -1.053  0.02
C: 1.442 2.593 -4.035  -0.08
C: 0.507 2.708 -5.232  -0.32
O: 0.414 1.429 -5.847  -0.09
H: 2.417 2.377 -4.473  0.08
H: 1.112 1.787 -3.384  0.05
H: 1.395 3.543 -3.503  0.06
H: 0.860 3.459 -5.950  0.10
H: -0.496 3.040 -4.934  0.11
H: -0.375 1.344 -6.388  0.08
C: -0.601 -1.543 -4.265  -0.08
C: 0.299 -2.501 -3.535  -0.33
O: -0.445 -3.648 -3.113  -0.08
H: -0.929 -1.994 -5.206  0.08
H: -0.130 -0.588 -4.496  0.05
H: -1.506 -1.396 -3.671  0.07
H: 0.795 -2.045 -2.671  0.09
H: 1.126 -2.840 -4.176  0.11
H: -0.165 -3.837 -2.213  0.04
C: 2.400 -5.851 -0.641  -0.08
C: 2.361 -4.351 -0.869  -0.34
O: 1.189 -3.714 -0.426  -0.10
H: 1.573 -6.348 -1.154  0.08
H: 2.313 -6.060 0.426  0.07
H: 3.319 -6.279 -1.042  0.08
H: 2.584 -4.045 -1.898  0.11
H: 3.276 -3.938 -0.401  0.10
H: 1.305 -3.491 0.510  0.04
C: -4.234 0.847 -0.756  -0.09
C: -4.563 2.245 -1.222  -0.32
O: -5.292 2.954 -0.235  -0.08
H: -3.437 0.889 -0.005  0.06
H: -3.841 0.212 -1.556  0.07
H: -5.098 0.343 -0.325  0.08
H: -5.205 2.223 -2.105  0.11
H: -3.656 2.780 -1.526  0.11
H: -4.738 3.057 0.549  0.04

Stability ranking, top entry: b; the second entry is 131.4 kJ/mol less favorable.